This record from the OMol25 dataset describes a cluster of 2 separate species, C6H16N2 in total. The level of theory is the ωB97M-V functional and the def2-TZVPD basis.

Results
HOMO level	-0.32467	Ha
relative energy (zero: lowest compared OMol25 entry of this formula, charge and spin)	26.0	kcal per mole
frontier orbital gap	9.96	eV
E_LUMO	1.12	eV

Cartesian coordinates (Å):
C  0.32480  1.22180  1.26848
C  -0.49225  0.42594  2.26789
N  -0.01565  -0.95193  2.34043
N  -0.36902  2.45495  0.89829
H  1.31197  1.42565  1.70036
H  0.46196  0.59349  0.38862
H  -0.46917  0.93747  3.23806
H  -1.53037  0.42536  1.93027
H  -0.51071  -1.47893  3.04663
H  0.97052  -0.98082  2.56707
H  -0.84362  2.85796  1.69649
H  0.27778  3.14561  0.54399
C  -0.18713  -0.34706  -2.12390
C  0.45868  -1.37860  -1.60844
C  -0.15481  -2.70695  -1.29365
C  0.42362  0.99123  -2.41084
H  -1.24961  -0.43338  -2.33565
H  1.51083  -1.23806  -1.37754
H  0.32171  -3.49672  -1.87937
H  -0.00098  -2.95846  -0.24426
H  -1.21738  -2.70748  -1.51953
H  1.41295  1.07434  -1.95656
H  -0.20107  1.78606  -2.00389
H  0.52866  1.15559  -3.48446